98
Properties=species:S:1:pos:R:3:forces:R:3 method="wB97M-V/def2-TZVPD" e_tot_ev=-72087.8667 homo_ev="-2.011 / -2.013" e_lumo_ev="2.545 / 2.545" gap_ha="0.1674 / 0.1675" multiplicity=1 de_lowest_kj_mol=0.0 total_charge=-1
Tl 0.81974 -0.85903 0.89087 -0.614 1.032 -2.536
Cl 2.64633 0.69220 1.52900 1.326 0.219 0.423
P 0.31382 1.69333 -1.82278 -0.129 -0.688 0.426
C 0.65799 -3.21944 1.82450 -1.917 0.193 1.153
H 0.24890 -3.78964 0.97975 0.316 0.383 0.290
H 1.58528 -3.56202 2.28216 -0.114 0.327 -0.242
C -1.29324 2.53243 -2.26820 0.573 0.146 0.262
C 1.12329 1.21041 -3.44103 -0.287 0.408 0.231
C -2.19064 1.57332 -3.06389 -0.193 0.104 0.082
H -1.75764 2.68873 -1.27481 0.057 -0.117 -0.232
C -3.61019 2.13791 -3.17353 0.085 0.116 -0.007
H -1.78021 1.44103 -4.07563 -0.094 0.057 0.186
H -2.22561 0.57934 -2.59453 0.134 0.215 -0.070
C -3.61760 3.55651 -3.76234 0.069 -0.044 -0.058
H -4.22361 1.47043 -3.79041 -0.004 0.102 0.081
H -4.06112 2.15736 -2.17228 0.052 -0.006 -0.083
C -2.62249 4.49564 -3.06357 -0.065 0.022 -0.019
H -3.37324 3.50188 -4.83423 0.016 -0.006 0.147
H -4.62889 3.97596 -3.69140 0.111 -0.018 -0.073
C -1.21474 3.90070 -2.94665 -0.342 0.070 -0.198
H -2.57317 5.45346 -3.59515 -0.103 -0.049 0.059
H -2.99186 4.70753 -2.05136 0.027 0.011 -0.056
H -0.77305 3.79763 -3.94674 -0.120 0.061 0.186
H -0.57594 4.59209 -2.38172 -0.167 -0.207 -0.158
C 1.42390 2.97058 -0.99535 -0.066 -0.359 -0.499
C 1.07225 2.15741 -4.64168 0.369 -0.064 -0.235
H 2.18203 1.08331 -3.14999 -0.250 0.037 -0.077
C 2.04547 1.63081 -5.70798 0.152 0.178 -0.016
H 0.05405 2.18171 -5.06347 0.227 -0.020 0.143
H 1.34310 3.18834 -4.36794 -0.100 -0.342 -0.146
C 1.77105 0.18053 -6.12821 -0.112 -0.001 -0.095
H 2.01224 2.28639 -6.58794 0.057 -0.136 0.017
H 3.07014 1.70434 -5.31049 -0.175 -0.003 0.011
C 1.48442 -0.77663 -4.96302 0.071 0.010 0.093
H 0.91368 0.16987 -6.81332 0.006 0.031 0.071
H 2.62858 -0.19882 -6.69839 -0.149 0.066 -0.032
C 0.58897 -0.16278 -3.88480 0.145 -0.226 0.213
H 1.00544 -1.68414 -5.34742 0.120 0.016 0.005
H 2.43094 -1.09710 -4.50297 -0.141 0.110 -0.076
H -0.43108 -0.05687 -4.27661 0.182 0.007 0.043
H 0.52158 -0.83696 -3.01715 0.056 0.222 -0.292
C 0.66135 3.78538 0.06332 0.049 -0.054 -0.003
H 2.12993 2.31707 -0.44138 -0.220 0.329 -0.247
C 1.61948 4.69758 0.84243 0.030 -0.195 -0.108
H -0.11122 4.40048 -0.42110 0.109 -0.051 0.100
H 0.14944 3.10497 0.76023 0.108 0.036 -0.189
C 2.46236 5.58252 -0.08092 -0.088 0.015 -0.048
H 1.04232 5.32219 1.53323 0.095 -0.043 -0.002
H 2.28298 4.06593 1.44816 -0.081 0.046 -0.067
C 3.16940 4.78866 -1.18123 0.023 -0.159 -0.024
H 1.81756 6.34142 -0.54296 -0.021 -0.047 -0.020
H 3.20669 6.12545 0.50871 -0.025 0.046 -0.006
C 2.21758 3.86626 -1.95101 0.004 0.258 0.163
H 3.65721 5.46957 -1.88773 0.045 0.006 0.107
H 3.95758 4.17090 -0.73205 -0.052 0.048 0.006
H 1.52193 4.47840 -2.54609 0.172 -0.081 0.095
H 2.80067 3.26098 -2.66024 -0.154 0.106 0.160
C -0.90006 0.17707 1.29534 -1.332 1.147 -1.103
C -0.12598 -2.28049 2.49325 0.797 -2.991 0.596
H -1.21547 0.79825 0.43579 0.485 -0.334 0.429
C 0.43023 -1.70013 3.77188 0.005 0.256 0.579
H -1.16717 -2.06269 2.24121 0.464 -0.189 -0.146
C -0.58035 -0.80992 4.51926 0.597 0.239 -0.112
H 0.76119 -2.52916 4.42752 -0.235 0.219 -0.307
H 1.35059 -1.12831 3.54403 -0.354 -0.057 0.271
C -0.80236 0.55501 3.84191 -0.552 -0.132 0.231
H -1.53737 -1.34345 4.59470 0.107 0.081 0.036
H -0.21330 -0.65182 5.54523 -0.069 -0.068 -0.207
C -1.64979 0.46266 2.54864 0.709 0.424 -0.030
H -1.33680 1.18633 4.56400 0.047 -0.006 0.029
H 0.16045 1.04475 3.62450 -0.258 -0.184 -0.010
H -2.44057 -0.29215 2.70108 -0.305 0.057 0.517
H -2.15095 1.43940 2.37692 0.012 -0.471 0.301
C 3.62193 -0.83208 -1.67026 0.336 0.219 -0.024
Si 2.77367 -2.41815 -1.18236 -1.966 0.378 0.089
C 3.07426 -3.68998 -2.50340 0.662 -0.386 -0.387
C 3.53114 -2.98713 0.44691 0.094 -0.037 -0.183
N 1.04955 -2.09536 -1.00532 1.115 0.171 0.641
C -0.13063 -2.68472 -1.43312 -0.082 -0.042 0.231
C -1.38680 -2.05171 -1.18694 0.226 -0.148 -0.135
C -2.58422 -2.60856 -1.62188 0.790 -0.362 -0.234
C -2.55576 -3.80727 -2.34338 -0.269 -0.164 -0.179
C -1.34146 -4.45913 -2.57586 -0.157 0.076 -0.008
C -0.14745 -3.93428 -2.10721 0.129 0.673 0.292
H 4.70424 -1.00072 -1.58616 -0.035 0.132 -0.038
H 3.36804 -0.00005 -0.99611 0.034 -0.251 -0.169
H 3.41093 -0.53170 -2.70506 0.014 -0.159 0.269
H 4.14038 -3.61640 -2.78945 -0.333 -0.172 -0.024
H 2.88771 -4.71406 -2.14156 0.086 0.287 -0.190
H 2.46310 -3.50576 -3.40181 0.214 -0.039 0.318
H 4.61187 -3.03061 0.28176 0.066 -0.080 0.166
H 3.17102 -3.98440 0.72420 0.114 0.123 -0.043
H 3.34161 -2.29446 1.27838 0.153 -0.123 -0.260
H -1.40863 -1.12521 -0.60589 0.013 -0.241 -0.155
H -3.52232 -2.10009 -1.40872 0.129 -0.092 -0.050
H -3.48180 -4.23010 -2.73309 0.188 0.023 0.111
H -1.30573 -5.39419 -3.13535 -0.168 0.139 0.132
H 0.80686 -4.43900 -2.24689 -0.474 -0.032 -0.083